1.
A molecular structure, C22H28BrN4O6S3Tl, computed with ωB97M-V/def2-TZVPD.

E_LUMO, eV: 4.02

ORCA input file:
```
! wB97M-V def2-TZVPD RIJCOSX def2/J DEFGRID3
* xyz -2 1
Tl 1.06 -0.07 0.76
C 1.78 1.71 -2.19
C 3.11 1.01 -1.93
S 2.81 -0.76 -1.68
C 4.31 -1.28 -0.82
C 4.78 -0.38 0.32
S 3.61 -0.07 1.68
C 3.67 3.75 2.08
C 2.45 4.15 1.74
S 0.78 2.01 -0.70
H 2.00 2.70 -2.61
H 1.20 1.16 -2.94
H 3.79 1.15 -2.77
H 3.55 1.43 -1.02
H 4.06 -2.27 -0.43
H 5.12 -1.39 -1.55
H 5.66 -0.86 0.75
H 5.13 0.57 -0.10
H 3.83 3.06 2.90
H 4.55 4.04 1.51
H 1.56 3.82 2.26
H 2.30 4.78 0.87
C 1.58 -3.38 1.36
C 0.34 -2.71 1.99
C -0.78 -3.76 2.06
C 0.70 -2.30 3.43
N -0.22 -1.63 1.20
H 1.90 -4.27 1.92
H 2.42 -2.67 1.36
H 1.35 -3.66 0.33
H -0.45 -4.65 2.60
H -1.07 -4.04 1.04
H -1.66 -3.34 2.55
H 0.97 -3.17 4.05
H -0.15 -1.79 3.88
H 1.55 -1.61 3.43
O -1.01 3.70 2.57
C -0.87 2.52 2.22
O 0.04 1.71 2.53
C -1.98 1.96 1.32
C -2.68 2.84 0.50
C -3.65 2.34 -0.36
C -3.96 0.99 -0.42
C -3.28 0.16 0.44
C -2.29 0.61 1.31
N -3.66 -1.26 0.44
O -3.99 -1.75 -0.62
O -3.64 -1.84 1.50
N -4.36 3.26 -1.25
O -5.14 2.78 -2.07
O -4.15 4.45 -1.15
H -2.45 3.89 0.54
H -4.70 0.61 -1.10
H -1.72 -0.12 1.88
Br -0.49 -3.75 -2.39
C -1.41 -2.14 -2.83
C -2.52 -2.23 -3.67
C -3.17 -1.04 -3.97
C -2.69 0.14 -3.44
C -1.58 0.10 -2.61
N -0.94 -1.04 -2.32
H -2.86 -3.18 -4.04
H -4.05 -1.05 -4.60
H -3.19 1.09 -3.63
H -1.17 0.99 -2.14
*
```

Atomic partial charges in e from the Mulliken method, atoms 1 to 4:
1. Tl 0.60
2. C -0.77
3. C -0.68
4. S -0.04

2.
2 unconnected molecules or ions with the total composition C22H28ClN3, computed with ωB97M-V/def2-TZVPD.

Structure (SMILES): CCCCCCc1cc(CCN)cc2ncc(Cl)nc12.c1ccccc1
E_LUMO, eV: -0.65

ORCA input file:
```
! wB97M-V def2-TZVPD RIJCOSX def2/J DEFGRID3
* xyz 0 1
C 1.24 -1.54 1.62
C 1.71 -2.98 1.11
C 0.80 -3.45 -0.13
C 1.63 -3.25 -1.48
C 0.67 -2.65 -2.62
C 0.49 -1.10 -2.37
C -0.97 -0.64 -2.06
C -2.16 -1.42 -2.43
C -3.55 -0.94 -2.09
C -4.87 -1.73 -2.41
C -5.68 -1.96 -1.07
N -5.65 -3.39 -0.62
C -3.67 0.35 -1.41
C -2.50 1.20 -1.00
N -2.79 2.39 -0.35
C -1.62 3.01 -0.02
C -0.24 2.52 -0.32
Cl 1.17 3.48 0.24
N 0.01 1.37 -0.99
C -1.15 0.69 -1.34
H 0.27 -1.61 2.18
H 2.04 -1.11 2.29
H 1.16 -0.83 0.74
H 1.61 -3.73 1.93
H 2.77 -2.88 0.74
H -0.08 -2.75 -0.16
H 0.46 -4.52 -0.01
H 2.02 -4.26 -1.78
H 2.47 -2.52 -1.36
H -0.27 -3.26 -2.59
H 1.17 -2.80 -3.62
H 0.95 -0.50 -3.21
H 1.10 -0.84 -1.45
H -2.06 -2.39 -2.98
H -5.42 -1.15 -3.19
H -4.62 -2.75 -2.82
H -5.29 -1.37 -0.20
H -6.74 -1.59 -1.25
H -6.37 -3.93 -1.11
H -5.86 -3.37 0.38
H -4.71 0.69 -1.16
H -1.70 3.99 0.52
C 3.49 4.34 2.23
C 4.36 5.43 2.17
C 5.38 5.55 3.10
C 5.55 4.58 4.08
C 4.68 3.49 4.14
C 3.65 3.38 3.21
H 2.69 4.25 1.50
H 4.23 6.18 1.40
H 6.05 6.40 3.06
H 6.35 4.67 4.81
H 4.81 2.73 4.90
H 2.97 2.53 3.26
*
```

Atomic partial charges in e from the natural (NBO) method, atoms 1 to 4:
1. C -0.62
2. C -0.40
3. C -0.42
4. C -0.39

3.
A molecular structure, C22H28DyN6S4, computed with ωB97M-V/def2-TZVPD.

E_LUMO (spin up / spin down), eV: -9.73 / -8.41

ORCA input file:
```
! wB97M-V def2-TZVPD RIJCOSX def2/J DEFGRID3
* xyz 3 6
Dy 0.17 0.20 -0.23
C -0.51 2.95 -2.79
C 0.66 3.61 -2.05
S 1.84 2.52 -1.10
C 3.04 1.91 -2.34
C 3.01 0.41 -2.59
S 1.30 0.07 -3.09
C 1.24 -1.73 -3.31
C -0.22 -2.14 -3.51
S -1.40 -1.34 -2.34
C -2.07 -0.03 -3.42
C -2.70 1.10 -2.61
S -1.54 2.05 -1.58
H -0.19 2.29 -3.58
H -1.16 3.73 -3.21
H 0.30 4.29 -1.28
H 1.29 4.18 -2.73
H 4.04 2.23 -2.01
H 2.79 2.42 -3.27
H 3.27 -0.17 -1.69
H 3.66 0.17 -3.42
H 1.65 -2.18 -2.41
H 1.81 -2.03 -4.18
H -0.35 -3.22 -3.39
H -0.56 -1.86 -4.50
H -2.82 -0.49 -4.08
H -1.27 0.36 -4.05
H -3.42 0.70 -1.88
H -3.20 1.80 -3.27
C 0.76 3.14 3.41
C 0.91 2.35 2.28
N 0.04 1.44 1.87
C -1.09 1.26 2.62
C -1.35 2.03 3.79
C -0.39 2.98 4.16
C -2.56 1.81 4.52
C -3.46 0.89 4.12
C -3.19 0.05 2.99
C -4.03 -1.01 2.62
C -3.69 -1.80 1.55
C -2.56 -1.50 0.82
N -1.74 -0.48 1.11
C -2.02 0.26 2.21
H 1.51 3.86 3.67
H 1.80 2.48 1.68
H -0.59 3.58 5.03
H -2.75 2.42 5.38
H -4.37 0.74 4.68
H -4.91 -1.21 3.24
H -4.31 -2.61 1.25
H -2.33 -2.08 -0.06
N 2.92 -5.14 1.10
C 3.35 -4.15 1.87
N 4.06 -4.44 2.94
N 3.13 -2.85 1.64
C 2.33 -2.24 0.89
N 1.65 -1.51 0.25
H 3.08 -6.11 1.31
H 2.46 -4.93 0.23
H 4.31 -5.38 3.18
H 4.37 -3.69 3.54
*
```

Atomic partial charges in e from the Mulliken method, atoms 1 to 4:
1. Dy 0.41
2. C -0.58
3. C -1.08
4. S 0.17

4.
A molecular structure, C22H28F5NOPdSi2Te2, computed with ωB97M-V/def2-TZVPD.

E_LUMO, eV: 4.29
Relative energy (zero: lowest compared OMol25 entry of this formula, charge and spin), kJ/mol: 324.9

ORCA input file:
```
! wB97M-V def2-TZVPD RIJCOSX def2/J DEFGRID3
* xyz -2 1
Pd -0.14 0.14 -0.77
C -0.56 -1.07 2.46
Si 0.24 0.41 1.53
C -0.32 1.90 2.61
C 2.10 0.19 2.03
C 2.41 0.37 3.38
C 3.69 0.15 3.87
C 4.70 -0.25 3.00
C 4.40 -0.41 1.65
C 3.12 -0.21 1.14
Si 2.89 -0.41 -0.75
C 2.84 1.42 -1.32
C 4.48 -1.16 -1.45
H -0.35 -0.98 3.53
H -0.16 -2.02 2.11
H -1.65 -1.09 2.33
H -0.29 1.63 3.66
H -1.34 2.21 2.37
H 0.33 2.77 2.46
H 1.64 0.69 4.07
H 3.91 0.29 4.93
H 5.70 -0.43 3.37
H 5.20 -0.71 0.98
H 3.68 1.99 -0.91
H 1.92 1.91 -1.00
H 2.90 1.49 -2.41
H 5.33 -0.46 -1.42
H 4.31 -1.44 -2.49
H 4.76 -2.06 -0.89
C -3.65 -5.53 -0.63
C -2.87 -4.24 -0.65
C -3.50 -3.00 -0.68
C -2.74 -1.85 -0.68
N -1.41 -1.86 -0.64
C -0.80 -3.04 -0.63
C -1.49 -4.24 -0.63
H -4.71 -5.36 -0.80
H -3.54 -6.03 0.34
H -3.27 -6.21 -1.39
H -4.59 -2.93 -0.72
H -3.20 -0.87 -0.73
H 0.29 -3.01 -0.65
H -0.94 -5.18 -0.62
F 1.20 1.53 -4.12
Te 0.86 -0.34 -3.18
F -1.16 -0.90 -3.15
F 0.35 -0.53 -5.05
F 0.92 -2.27 -3.46
F 2.66 -0.57 -3.97
O 1.65 -1.35 -1.09
Te -1.21 2.00 -2.17
C -2.30 3.47 -1.06
C -3.43 4.08 -1.62
C -4.14 5.05 -0.94
C -3.75 5.46 0.33
C -2.63 4.87 0.90
C -1.92 3.90 0.21
H -3.74 3.77 -2.61
H -5.02 5.51 -1.41
H -4.31 6.22 0.86
H -2.31 5.17 1.89
H -1.04 3.45 0.67
*
```

Atomic partial charges in e from the natural (NBO) method, atoms 1 to 4:
1. Pd 0.20
2. C -1.12
3. Si 1.37
4. C -1.14

5.
A molecular structure, C22H28N11O2S2SeV, computed with ωB97M-V/def2-TZVPD.

E_LUMO (spin up / spin down), eV: -0.63 / 0.06
Relative energy (zero: lowest compared OMol25 entry of this formula, charge and spin), kJ/mol: 51.9

ORCA input file:
```
! wB97M-V def2-TZVPD RIJCOSX def2/J DEFGRID3
* xyz 0 3
V 0.35 0.36 0.05
N -2.51 2.09 1.60
N -3.80 1.66 1.31
C -4.10 0.34 1.26
N -5.34 0.04 0.87
N -3.11 -0.51 1.56
N -3.41 -1.83 1.62
O -4.56 -2.28 1.65
O -2.44 -2.57 1.69
H -2.53 2.85 2.26
H -2.00 2.33 0.75
H -4.40 2.27 0.78
H -6.03 0.77 0.78
H -5.64 -0.92 1.00
S 0.72 0.42 2.30
C 0.67 2.11 2.74
C 0.72 2.46 4.09
C 0.69 3.79 4.49
C 0.74 4.11 5.89
N 0.79 4.35 7.01
C 0.59 4.80 3.52
C 0.54 4.45 2.18
C 0.58 3.12 1.77
S 0.48 2.75 0.06
C 0.54 6.18 3.89
N 0.51 7.30 4.16
H 0.79 1.68 4.84
H 0.47 5.23 1.43
N 3.89 0.51 -2.18
C 4.18 -0.70 -1.59
C 3.13 -0.97 -0.78
N 2.21 0.06 -0.86
C 2.70 0.93 -1.72
H 4.45 1.01 -2.85
H 5.08 -1.24 -1.79
H 2.97 -1.82 -0.14
H 2.23 1.86 -2.01
C -0.68 -4.62 0.22
C 0.48 -4.06 -0.60
C 1.81 -4.45 0.03
C 0.41 -4.59 -2.03
N 0.44 -2.59 -0.75
N 0.28 -1.83 0.45
H -0.65 -5.72 0.19
H -1.64 -4.30 -0.18
H -0.64 -4.32 1.26
H 1.88 -5.54 0.11
H 1.91 -4.05 1.04
H 2.64 -4.09 -0.58
H 0.50 -5.67 -2.04
H 1.22 -4.17 -2.63
H -0.54 -4.32 -2.50
H -0.36 -2.32 -1.32
H 1.04 -2.06 1.08
H -0.59 -2.04 0.94
Se -1.74 0.05 -1.30
C -0.60 0.71 -2.72
C 0.13 -0.19 -3.50
C 0.96 0.27 -4.51
C 1.07 1.63 -4.76
C 0.35 2.53 -3.99
C -0.48 2.07 -2.98
H 0.05 -1.25 -3.31
H 1.51 -0.44 -5.12
H 1.71 1.99 -5.56
H 0.42 3.60 -4.18
H -1.05 2.78 -2.38
*
```

Atomic partial charges in e from the natural (NBO) method, atoms 1 to 4:
1. V 0.93
2. N -0.63
3. N -0.42
4. C 0.63

6.
A single C22H28N2O4S molecule, computed with ωB97M-V/def2-TZVPD.

Structure (SMILES): COc1cccc(N(CC(=O)NC2CCCCCC2)S(=O)(=O)c2ccccc2)c1
E_LUMO, eV: 0.40
Relative energy (zero: lowest compared OMol25 entry of this formula, charge and spin), kJ/mol: 107.9

ORCA input file:
```
! wB97M-V def2-TZVPD RIJCOSX def2/J DEFGRID3
* xyz 0 1
C -4.82 -2.28 -1.31
H -4.10 -3.00 -1.72
O -4.68 -2.15 0.09
C -3.50 -1.71 0.59
C -3.43 -1.60 1.98
C -2.28 -1.14 2.58
C -1.17 -0.79 1.82
C -1.24 -0.90 0.44
C -2.40 -1.36 -0.18
H -2.43 -1.41 -1.26
N -0.13 -0.47 -0.32
S 0.16 1.18 -0.21
O 0.73 1.47 1.08
O 0.92 1.55 -1.36
C -1.50 1.84 -0.29
C -2.12 1.89 -1.53
C -3.45 2.27 -1.60
C -4.14 2.59 -0.44
C -3.50 2.55 0.79
C -2.17 2.17 0.87
H -1.65 2.13 1.81
H -4.04 2.81 1.69
H -5.18 2.88 -0.50
H -3.95 2.31 -2.56
H -1.55 1.63 -2.41
C 0.33 -1.18 -1.49
H -0.35 -1.98 -1.76
C 1.72 -1.79 -1.25
O 2.02 -2.88 -1.70
N 2.53 -1.02 -0.52
H 2.20 -0.11 -0.22
C 3.89 -1.36 -0.18
C 4.89 -0.49 -0.94
H 5.87 -0.59 -0.45
C 4.53 0.99 -1.08
C 4.20 1.76 0.22
C 4.72 1.14 1.51
C 3.85 0.00 2.03
H 4.05 -0.15 3.09
C 4.10 -1.35 1.34
H 5.12 -1.67 1.54
H 3.43 -2.09 1.78
H 2.80 0.29 1.94
H 4.72 1.93 2.27
H 5.76 0.81 1.39
H 4.61 2.77 0.12
H 3.12 1.87 0.31
H 3.68 1.09 -1.75
H 5.38 1.47 -1.57
H 5.00 -0.89 -1.95
H 4.02 -2.40 -0.52
H 0.42 -0.48 -2.33
H -0.27 -0.42 2.28
H -2.23 -1.06 3.65
H -4.30 -1.88 2.56
H -5.83 -2.65 -1.47
H -4.70 -1.32 -1.82
*
```

Atomic partial charges in e from the natural (NBO) method, atoms 1 to 4:
1. C -0.25
2. H 0.18
3. O -0.51
4. C 0.40

7.
A molecular structure, C22H28N3O3Pt, computed with ωB97M-V/def2-TZVPD.

E_LUMO (spin up / spin down), eV: 2.61 / 1.45
Relative energy (zero: lowest compared OMol25 entry of this formula, charge and spin), kJ/mol: 69.0

ORCA input file:
```
! wB97M-V def2-TZVPD RIJCOSX def2/J DEFGRID3
* xyz -1 3
Pt 0.80 0.90 -0.32
O 1.54 4.84 -0.94
C 1.15 3.71 -0.68
O 1.86 2.65 -0.60
C -0.34 3.51 -0.43
C -1.22 4.58 -0.47
C -2.56 4.35 -0.23
C -3.00 3.05 0.10
C -4.37 2.77 0.36
C -4.77 1.46 0.66
C -3.87 0.44 0.74
C -2.41 0.61 0.52
C -2.04 2.02 0.15
N -0.76 2.27 -0.14
H -0.83 5.56 -0.71
H -3.28 5.15 -0.27
H -5.09 3.57 0.31
H -5.82 1.26 0.84
H -4.20 -0.56 0.98
H -1.89 0.35 1.46
C -3.03 -4.07 0.13
C -2.22 -2.80 0.15
C -1.01 -2.76 0.91
C -0.13 -1.74 0.64
N -0.40 -0.70 -0.15
C -1.79 -0.45 -0.51
C -2.57 -1.73 -0.60
H -3.33 -4.34 1.15
H -2.44 -4.90 -0.26
H -3.93 -3.96 -0.48
H -0.69 -3.60 1.51
H 0.88 -1.76 1.03
H -1.80 0.06 -1.48
H -3.44 -1.76 -1.24
C 3.84 0.35 -2.17
C 2.88 -0.74 -1.65
C 3.66 -2.03 -1.38
C 1.80 -1.01 -2.70
N 2.36 -0.26 -0.38
H 4.27 0.03 -3.12
H 4.64 0.51 -1.45
H 3.31 1.29 -2.30
H 4.14 -2.40 -2.29
H 2.99 -2.80 -1.00
H 4.43 -1.85 -0.63
H 2.25 -1.46 -3.59
H 1.29 -0.09 -2.98
H 1.05 -1.70 -2.30
C 1.99 -0.27 3.38
C 3.13 -1.14 2.84
O 3.94 -0.44 1.93
H 1.37 -0.83 4.08
H 1.36 0.08 2.56
H 2.40 0.60 3.89
H 2.71 -2.04 2.38
H 3.76 -1.47 3.66
H 3.42 -0.36 1.09
*
```

Atomic partial charges in e from the Mulliken method, atoms 1 to 4:
1. Pt 0.51
2. O -0.77
3. C 0.25
4. O -0.69

8.
A gas-phase ion, C22H28N3OS (charge +1), computed with ωB97M-V/def2-TZVPD.

Structure (SMILES): Cc1cccc2sc(N(CCC[NH+](C)C)C(=O)CCc3ccccc3)nc12
E_LUMO, eV: -2.36

ORCA input file:
```
! wB97M-V def2-TZVPD RIJCOSX def2/J DEFGRID3
* xyz 1 1
C 2.68 0.10 -2.71
C 3.61 0.14 -1.55
C 4.98 0.13 -1.70
C 5.85 0.18 -0.61
C 5.37 0.24 0.68
C 4.00 0.26 0.86
C 3.11 0.21 -0.24
N 1.79 0.23 0.11
C 1.63 0.31 1.38
N 0.37 0.33 1.96
C -0.63 1.16 1.54
O -1.80 0.87 1.82
C -0.26 2.40 0.79
H 0.56 2.19 0.10
H 0.09 3.13 1.52
C -1.47 2.97 0.03
C -1.95 2.01 -1.03
C -3.22 1.47 -0.97
C -3.67 0.59 -1.95
C -2.84 0.25 -3.00
C -1.56 0.79 -3.07
C -1.12 1.67 -2.09
H -0.14 2.10 -2.17
H -0.91 0.54 -3.90
H -3.18 -0.42 -3.77
H -4.67 0.19 -1.90
H -3.88 1.74 -0.15
H -2.27 3.18 0.73
H -1.17 3.91 -0.44
C 0.12 -0.66 3.00
H 0.97 -0.62 3.69
H -0.78 -0.35 3.55
C -0.04 -2.09 2.47
H 0.27 -2.78 3.25
C -1.47 -2.47 2.09
N -2.09 -1.61 1.06
C -1.37 -1.66 -0.22
H -1.31 -2.69 -0.57
H -0.37 -1.25 -0.12
H -1.90 -1.06 -0.96
C -3.51 -1.95 0.87
H -4.04 -1.86 1.81
H -3.95 -1.26 0.16
H -3.61 -2.96 0.49
H -2.06 -0.60 1.43
H -2.10 -2.41 2.99
H -1.48 -3.50 1.73
H 0.64 -2.23 1.62
S 3.10 0.35 2.35
H 6.04 0.28 1.53
H 6.91 0.16 -0.78
H 5.39 0.08 -2.70
H 2.91 -0.75 -3.35
H 2.79 1.00 -3.32
H 1.65 0.03 -2.38
*
```

Atomic partial charges in e from the natural (NBO) method, atoms 1 to 4:
1. C -0.64
2. C -0.01
3. C -0.20
4. C -0.18